(1)
Entry from OMol25: a cluster of 3 separate species, C31H58F3N3O9P2 in total at a distorted geometry (the ωB97M-V functional and the def2-TZVPD basis).

The geometry in XYZ format:
```
106
Properties=species:S:1:pos:R:3:forces:R:3:lowdin_charge:R:1
C 1.309 5.517 -1.881 0.59 -0.83 0.36 -0.124
C 1.686 5.226 -0.334 -1.33 0.12 -0.41 -0.236
C 0.659 4.053 0.153 -0.23 1.76 -0.01 -0.209
C 0.945 3.745 1.679 -0.63 0.61 -0.12 -0.130
C 0.877 2.232 2.229 2.14 1.07 0.31 -0.271
C 1.959 2.341 3.468 1.78 -0.34 -0.39 -0.145
C 3.509 2.226 2.964 -0.27 0.18 0.21 -0.054
C 4.496 2.852 4.087 -0.32 0.10 -1.11 -0.371
F 5.834 2.420 3.892 -3.09 0.99 0.97 0.064
F 4.050 2.559 5.415 1.57 1.00 -3.19 0.063
F 4.498 4.272 3.863 0.11 -2.91 1.25 0.036
C 1.238 1.062 1.221 0.15 -1.30 -0.48 -0.239
C 2.413 1.259 0.153 0.71 -1.24 0.17 -0.135
C 2.072 0.399 -1.187 1.56 0.96 0.08 -0.174
C 1.442 1.264 -2.384 -0.32 -1.58 -0.65 -0.180
C -0.095 0.807 -2.585 -0.39 -0.06 -0.96 -0.200
C -0.311 -0.124 -3.913 -1.08 -0.40 0.23 -0.184
C -1.326 -1.352 -3.561 -0.44 0.07 -0.32 -0.149
C -2.853 -0.786 -3.497 0.59 -0.32 -0.76 -0.208
O -3.634 -1.481 -2.474 -0.10 1.88 0.35 -0.230
C -4.325 -0.500 -1.634 0.33 0.54 -0.35 -0.108
N 1.651 -0.146 2.060 -1.18 0.24 -1.16 -0.052
C 0.563 -0.557 3.004 -0.41 0.78 2.03 -0.396
P 0.094 -2.384 2.579 0.87 -1.72 0.44 0.922
N -1.036 -2.449 1.223 0.02 1.13 1.98 -0.162
O -0.702 -3.027 3.974 0.40 1.11 -2.00 -0.298
C -0.714 0.408 3.071 -0.04 -3.80 -0.39 -0.207
C -1.505 0.018 4.424 -6.39 -1.09 3.22 -0.589
O -0.969 -0.332 5.521 0.77 1.41 -3.31 -0.057
O -2.902 0.022 4.355 6.26 0.50 -1.58 -0.157
N -0.498 1.879 2.843 0.39 0.66 0.22 -0.227
C -1.692 2.386 2.097 -2.96 1.20 -0.15 -0.194
C -1.946 2.102 0.576 -1.24 0.01 -1.12 -0.204
C -2.907 3.294 -0.010 0.42 -0.45 -0.52 -0.096
P -0.691 2.731 4.459 -3.24 2.41 3.51 0.858
O -2.135 3.069 4.836 3.11 -1.09 -1.19 -0.373
H 1.613 6.560 -2.235 -0.57 -1.49 0.51 0.075
H 1.886 4.737 -2.500 -0.93 1.25 0.67 0.066
H 0.181 5.305 -2.033 1.86 0.65 0.17 0.081
H 2.782 4.946 -0.168 -1.47 0.22 -0.41 0.105
H 1.495 6.183 0.289 0.23 -1.63 -0.86 0.118
H 0.646 3.186 -0.581 0.30 1.00 1.17 0.081
H -0.387 4.550 0.077 1.62 -0.96 0.03 0.110
H 1.967 4.238 1.923 -1.57 -1.29 -0.29 0.120
H 0.195 4.386 2.289 1.29 -1.13 -0.92 0.113
H 1.850 1.510 4.235 -0.12 1.21 -0.86 0.109
H 1.971 3.406 3.922 -0.65 -1.94 -0.53 0.109
H 3.627 2.874 2.020 0.15 -1.02 1.55 0.118
H 3.775 1.141 2.717 -0.31 1.64 0.59 0.123
H 0.361 0.636 0.592 0.80 1.67 1.12 0.130
H 2.738 2.330 -0.060 -0.76 -1.34 0.09 0.107
H 3.351 0.738 0.595 -1.57 0.98 -0.52 0.115
H 3.088 -0.032 -1.539 -1.66 0.65 0.51 0.118
H 1.427 -0.504 -0.915 0.73 1.26 -0.42 0.103
H 1.596 2.392 -2.307 -0.28 -1.57 0.23 0.083
H 1.997 0.937 -3.349 -0.88 0.69 1.53 0.107
H -0.478 0.166 -1.698 0.71 1.26 -1.26 0.091
H -0.794 1.704 -2.712 0.97 -1.12 0.41 0.101
H 0.679 -0.487 -4.354 -1.30 0.35 0.82 0.098
H -0.848 0.459 -4.757 1.01 -0.68 1.33 0.116
H -1.115 -1.805 -2.532 -0.10 0.67 -1.33 0.104
H -1.234 -2.190 -4.352 -0.24 1.54 1.57 0.097
H -3.406 -0.934 -4.491 1.05 0.24 1.36 0.114
H -2.766 0.341 -3.321 -0.38 -1.41 0.13 0.108
H -5.048 0.151 -2.253 0.93 -1.05 0.83 0.101
H -3.519 0.207 -1.230 -1.19 -0.84 -0.22 0.062
H -4.899 -0.991 -0.780 0.95 0.40 -1.30 0.102
H 1.725 -0.902 1.345 0.29 0.40 0.75 0.066
H 1.068 -0.637 4.046 -1.24 0.13 -1.46 0.125
H -0.612 -1.900 0.460 -0.52 -0.34 0.28 0.009
H -1.944 -2.067 1.534 0.26 -0.09 -0.72 0.040
H -0.775 -4.003 3.893 0.26 0.85 -0.44 0.021
H -1.417 0.000 2.242 1.06 1.28 1.27 0.134
H -1.813 3.519 2.300 0.50 -1.85 -0.39 0.123
H -2.613 1.907 2.627 1.70 0.83 -0.45 0.155
H -2.587 1.143 0.462 1.34 1.40 0.31 0.105
H -1.090 2.009 -0.154 -0.68 0.14 1.30 0.062
H -2.606 3.481 -1.113 -0.69 -0.40 1.75 0.080
H -2.754 4.290 0.526 -0.32 -1.43 -0.55 0.072
H -4.002 2.955 0.037 1.64 0.77 -0.04 0.087
H 0.045 2.028 5.495 -0.46 -0.01 -1.32 0.080
H -0.040 4.033 4.415 0.03 -1.24 -0.71 0.054
O -2.718 -1.349 -6.665 0.76 -0.43 0.05 0.118
C -1.692 -1.770 -7.131 -0.87 0.65 0.20 -0.461
O -0.662 -2.265 -6.388 -0.35 0.06 -0.44 -0.015
C 0.438 -2.572 -7.254 0.54 -0.21 0.03 -0.156
C -0.170 -2.751 -8.625 0.20 -0.27 -0.59 -0.163
C -1.337 -1.788 -8.593 0.17 -0.42 -0.29 -0.077
H 1.151 -1.743 -7.220 -0.05 -0.02 0.02 0.129
H 0.935 -3.480 -6.907 -0.12 0.17 0.20 0.130
H 0.534 -2.560 -9.436 0.00 -0.04 0.13 0.120
H -0.542 -3.775 -8.735 0.08 0.10 0.02 0.123
H -1.043 -0.782 -8.900 -0.16 0.00 0.02 0.136
H -2.171 -2.147 -9.195 -0.07 0.36 0.12 0.131
O -0.250 -5.427 2.356 -0.30 -0.93 0.22 0.064
C -0.055 -6.432 2.994 -0.19 0.79 -0.27 -0.465
O -0.833 -7.545 2.920 0.21 0.50 -0.23 0.039
C -0.386 -8.503 3.886 -0.12 -0.52 0.22 -0.163
C 1.048 -8.131 4.180 0.52 -0.30 0.30 -0.165
C 1.037 -6.627 4.011 0.37 -0.39 0.00 -0.078
H -1.025 -8.429 4.771 0.02 0.02 -0.07 0.130
H -0.471 -9.509 3.471 -0.19 0.20 -0.09 0.127
H 1.385 -8.460 5.165 -0.09 -0.02 -0.09 0.120
H 1.709 -8.580 3.431 -0.08 0.01 0.09 0.122
H 0.759 -6.115 4.936 0.06 0.12 -0.09 0.137
H 1.992 -6.257 3.638 -0.23 0.31 0.10 0.133
```
Positions in Å, forces in eV/Å.

SMILES	CCCC[C@]1(CCC(F)(F)F)[C@@H](CCCCCCCOC)N[C@H](P(N)O)[C@@H](C(=O)[O-])[N@@+]1(CCC)[PH2]=O.O=C1CCCO1.O=C1CCCO1
F_max	7.2	eV/Å
E_tot	-3039.45436	a.u.

***

(2)
Entry from OMol25: a cluster of 9 separate species, C31H58NO8 in total (the ωB97M-V functional and the def2-TZVPD basis).

The geometry in XYZ format:
```
98
Properties=species:S:1:pos:R:3:forces:R:3:lowdin_charge:R:1
C 2.506 3.486 3.177 -0.66 0.20 -0.29 -0.054
C 1.855 4.355 2.084 -0.39 -0.25 0.19 -0.177
C 0.394 3.975 2.010 0.57 0.07 -0.25 -0.184
C -0.025 2.849 1.294 -0.43 0.18 0.30 0.050
C -1.367 2.480 1.317 0.49 0.04 -0.14 -0.002
C -2.256 3.239 2.041 -0.44 -0.43 -0.25 -0.028
N -1.833 4.316 2.705 0.39 0.36 0.24 0.112
C -0.543 4.702 2.710 0.10 -0.30 -0.16 0.029
H 2.431 2.449 2.858 0.32 -0.10 0.12 0.043
H 3.539 3.767 3.354 0.06 -0.04 0.00 0.083
H 1.910 3.590 4.087 0.26 0.06 0.16 0.083
H 1.930 5.419 2.311 0.18 0.01 -0.06 0.113
H 2.300 4.152 1.110 0.17 0.14 0.03 0.118
H 0.701 2.264 0.744 0.02 -0.01 -0.01 0.142
H -1.705 1.608 0.775 -0.14 0.02 0.04 0.121
H -3.305 2.987 2.089 -0.03 0.16 0.09 0.148
H -2.481 4.873 3.247 -0.17 -0.11 -0.09 0.184
H -0.259 5.573 3.282 -0.24 0.06 0.05 0.156
C 3.996 -1.610 2.432 -0.19 0.22 -0.12 -0.026
C 4.370 -0.158 2.507 0.01 -0.07 0.01 -0.487
O 3.630 0.710 2.087 -0.04 0.03 -0.02 0.026
C 5.701 0.184 3.128 -0.08 0.22 -0.07 -0.015
H 3.027 -1.713 1.953 0.02 -0.07 0.02 0.067
H 4.736 -2.164 1.853 0.04 -0.07 0.09 0.096
H 3.947 -2.046 3.431 0.10 -0.07 -0.01 0.093
H 6.506 -0.292 2.567 0.02 -0.08 0.07 0.090
H 5.735 -0.178 4.156 0.06 -0.10 -0.03 0.089
H 5.848 1.262 3.120 0.00 -0.01 0.00 0.079
C -0.933 0.283 -2.375 0.08 -0.01 -0.12 -0.027
C -1.273 -1.185 -2.240 0.04 -0.11 -0.02 -0.497
O -0.728 -2.020 -2.920 0.01 0.08 -0.03 0.078
C -2.337 -1.540 -1.233 0.02 -0.24 -0.11 -0.011
H -0.158 0.416 -3.126 0.03 -0.03 0.03 0.074
H -1.827 0.835 -2.673 -0.01 0.07 0.14 0.084
H -0.570 0.674 -1.421 -0.10 0.04 0.03 0.061
H -3.265 -1.025 -1.486 0.02 0.11 0.15 0.056
H -2.023 -1.242 -0.229 -0.06 0.08 0.00 0.078
H -2.500 -2.615 -1.246 0.05 0.00 0.02 0.087
C -6.751 -0.719 -1.198 0.19 0.02 0.10 -0.019
C -6.023 0.358 -1.960 -0.02 0.00 -0.06 -0.500
O -4.907 0.714 -1.644 0.03 0.05 0.06 0.033
C -6.741 0.968 -3.136 0.19 0.10 0.02 -0.017
H -6.129 -1.078 -0.381 0.00 0.00 -0.01 0.080
H -7.685 -0.325 -0.795 -0.06 -0.05 -0.08 0.088
H -6.986 -1.552 -1.863 -0.10 0.03 -0.01 0.091
H -7.674 1.427 -2.806 -0.06 -0.09 -0.04 0.089
H -6.975 0.197 -3.870 -0.10 -0.01 0.03 0.091
H -6.112 1.725 -3.599 0.00 -0.01 0.00 0.083
C 0.706 -5.707 2.567 0.18 -0.01 0.12 -0.013
C 1.443 -4.654 1.778 0.03 0.16 -0.10 -0.493
O 2.562 -4.298 2.079 -0.01 -0.10 0.11 0.047
C 0.726 -4.063 0.595 0.20 0.13 -0.02 -0.015
H 1.329 -6.055 3.388 0.00 0.00 -0.01 0.081
H -0.220 -5.290 2.965 -0.06 -0.03 -0.08 0.084
H 0.456 -6.548 1.918 -0.11 0.04 -0.02 0.082
H -0.199 -3.584 0.924 -0.07 -0.13 -0.03 0.077
H 0.488 -4.842 -0.131 -0.18 0.05 0.07 0.055
H 1.365 -3.317 0.124 0.00 0.00 0.01 0.082
C -1.520 -7.615 -3.162 -0.09 0.15 0.06 -0.021
C -0.569 -7.155 -2.086 0.00 0.03 -0.01 -0.493
O -0.778 -6.150 -1.444 -0.03 -0.10 -0.01 0.054
C 0.655 -8.005 -1.849 0.01 0.15 0.13 -0.017
H -2.353 -6.921 -3.234 0.01 0.00 0.00 0.081
H -1.003 -7.659 -4.122 0.01 -0.10 0.00 0.087
H -1.898 -8.611 -2.926 0.07 -0.05 -0.07 0.087
H 1.251 -8.064 -2.761 -0.03 -0.10 -0.02 0.088
H 0.358 -9.015 -1.563 0.02 -0.04 -0.09 0.088
H 1.258 -7.569 -1.055 0.00 0.00 -0.01 0.076
C -0.139 0.292 3.917 0.08 -0.11 -0.18 -0.022
C -0.911 -1.004 4.041 -0.01 -0.02 -0.01 -0.497
O -0.884 -1.830 3.160 -0.03 0.02 -0.04 0.072
C -1.711 -1.208 5.304 0.00 -0.16 -0.10 -0.017
H 0.398 0.297 2.969 0.04 -0.01 0.02 0.073
H -0.828 1.139 3.952 0.02 0.03 0.15 0.068
H 0.581 0.387 4.731 -0.07 0.07 0.06 0.092
H -2.454 -0.416 5.409 0.06 0.05 0.07 0.084
H -1.051 -1.183 6.173 -0.03 0.09 0.03 0.090
H -2.215 -2.170 5.264 0.00 0.00 0.00 0.086
C 4.118 7.807 0.751 0.05 0.00 0.20 -0.025
C 4.845 6.500 0.968 -0.02 -0.02 -0.01 -0.515
O 5.189 6.144 2.071 -0.11 -0.05 0.02 0.062
C 5.109 5.655 -0.255 0.11 -0.10 0.16 -0.023
H 3.996 8.318 1.703 0.01 0.00 -0.01 0.082
H 4.688 8.444 0.073 -0.07 -0.02 -0.09 0.088
H 3.137 7.622 0.310 0.04 0.03 -0.12 0.080
H 5.716 6.211 -0.971 -0.09 0.02 -0.07 0.088
H 4.167 5.385 -0.736 0.01 0.09 -0.09 0.079
H 5.637 4.750 0.034 0.00 0.01 0.00 0.084
C -0.272 1.674 -7.592 -0.11 0.09 -0.11 -0.024
C -1.639 1.193 -7.167 -0.03 0.01 -0.02 -0.504
O -2.649 1.640 -7.655 0.01 0.01 0.03 0.071
C -1.682 0.127 -6.098 -0.25 0.02 -0.11 -0.017
H -0.377 2.437 -8.360 -0.01 -0.01 0.01 0.082
H 0.259 2.094 -6.736 0.06 -0.09 0.01 0.082
H 0.311 0.842 -7.988 0.06 -0.01 0.09 0.086
H -1.216 0.498 -5.186 0.14 -0.08 -0.01 0.057
H -1.149 -0.765 -6.430 0.11 0.02 0.10 0.093
H -2.717 -0.133 -5.889 0.01 0.00 -0.01 0.084
```
Positions in Å, forces in eV/Å.

F_max	0.7	eV/Å
total charge	+1
E_tot	-1872.44306	a.u.

***

(3)
Entry from OMol25: a structure of composition C31H59AsBiN6O6S2SbSi3Te at a distorted geometry (the ωB97M-V functional and the def2-TZVPD basis).

The geometry in XYZ format:
```
111
Properties=species:S:1:pos:R:3:forces:R:3:lowdin_charge:R:1
Bi 0.446 -0.725 0.617 -0.53 -0.86 0.36 1.457
C 5.923 2.526 0.111 0.03 0.01 -0.01 0.000
C 4.771 2.725 1.018 0.09 0.10 0.06 -0.349
N 4.710 3.558 2.006 0.01 -0.05 -0.09 0.122
N 3.458 3.368 2.528 -0.01 -0.02 -0.01 0.022
C 2.729 2.436 1.892 -0.02 -0.03 0.03 -0.779
S 1.167 1.949 2.222 0.17 0.11 -0.09 0.602
N 3.600 2.009 0.916 -0.10 -0.01 0.05 -0.098
N 3.358 1.079 -0.086 -0.03 0.03 0.03 0.110
H 6.603 3.367 0.215 0.02 0.00 0.01 0.086
H 5.582 2.445 -0.919 0.00 0.02 -0.01 0.077
H 6.455 1.606 0.357 -0.01 -0.02 0.00 0.082
H 3.141 3.914 3.310 -0.01 -0.01 -0.01 0.150
H 2.449 1.286 -0.498 0.01 -0.03 -0.02 0.008
H 3.343 0.138 0.314 -0.01 0.04 -0.02 -0.029
O -2.498 -3.404 -0.284 0.04 -0.04 0.03 0.085
C -1.424 -2.930 -0.001 0.12 -0.16 0.04 -0.562
O -0.849 -1.953 -0.664 0.04 0.34 0.01 -0.338
C -0.552 -3.484 1.185 -0.11 -0.04 -0.19 -0.583
O -0.942 -4.390 1.879 0.01 -0.02 -0.01 0.103
O 0.605 -2.879 1.286 0.01 0.29 0.26 -0.344
C -7.765 -2.110 3.531 -0.02 -0.01 0.03 -0.049
C -6.469 -1.493 3.087 0.01 -0.04 -0.05 -0.266
C -6.000 -0.319 3.665 0.00 0.03 0.04 -0.034
C -4.815 0.264 3.239 -0.01 -0.03 0.00 -0.053
C -4.100 -0.345 2.224 -0.07 0.01 -0.12 -0.301
C -4.546 -1.514 1.618 0.02 -0.02 0.10 -0.030
C -5.727 -2.081 2.061 0.00 0.01 0.01 -0.017
S -2.599 0.369 1.652 0.00 0.12 -0.06 0.551
O -2.417 1.626 2.338 -0.04 -0.12 0.00 -0.307
O -2.654 0.393 0.207 -0.04 0.09 0.09 -0.429
N -1.426 -0.683 1.986 0.06 -0.13 -0.33 -0.261
C -1.098 -1.054 3.300 0.45 0.24 -0.10 -0.400
C -1.987 -1.598 4.223 -0.09 -0.04 0.05 0.011
C -1.489 -1.962 5.458 0.04 -0.02 0.09 -0.051
C -0.139 -1.802 5.737 -0.05 0.00 -0.04 -0.061
C 0.671 -1.295 4.739 -0.10 0.06 0.07 -0.175
N 0.206 -0.922 3.549 -0.12 -0.17 0.10 0.032
H -8.019 -1.815 4.549 0.01 0.01 0.00 0.076
H -7.715 -3.197 3.491 0.00 -0.01 0.00 0.079
H -8.583 -1.794 2.881 0.00 0.00 -0.01 0.086
H -6.567 0.144 4.464 0.00 0.01 0.01 0.113
H -4.439 1.171 3.689 0.01 0.03 0.00 0.114
H -3.964 -1.985 0.835 -0.01 -0.01 -0.03 0.101
H -6.078 -2.999 1.608 0.00 -0.02 -0.01 0.121
H -3.025 -1.771 3.981 0.07 0.05 -0.06 0.107
H -2.156 -2.390 6.195 0.01 -0.01 0.01 0.110
H 0.280 -2.089 6.691 0.00 0.02 0.02 0.100
H 1.737 -1.175 4.888 -0.03 -0.01 0.01 0.048
C -0.863 4.342 0.092 0.00 -0.02 0.07 -0.223
Si -1.766 3.417 -1.251 0.16 -0.04 0.01 0.319
C -3.549 3.170 -0.788 -0.07 -0.04 -0.04 -0.204
C -1.693 4.430 -2.827 -0.02 0.06 -0.01 -0.223
Sb -0.506 1.219 -1.674 -0.06 0.35 -0.19 0.894
Si 1.293 2.229 -3.200 0.00 -0.21 -0.04 0.287
C 0.759 2.767 -4.911 -0.01 0.05 -0.01 -0.218
C 2.101 3.694 -2.346 0.07 0.01 -0.02 -0.217
C 2.593 0.912 -3.514 0.03 -0.03 0.05 -0.240
Si -1.992 -0.057 -3.329 0.10 0.10 0.07 0.330
C -0.879 -1.365 -4.056 0.04 -0.05 -0.03 -0.224
C -2.561 1.131 -4.661 -0.08 0.02 -0.04 -0.217
C -3.484 -0.775 -2.501 -0.03 -0.07 0.07 -0.200
H -1.250 5.363 0.155 -0.01 0.03 0.03 0.038
H 0.210 4.393 -0.095 0.02 0.03 -0.03 0.008
H -1.006 3.853 1.057 -0.02 -0.01 0.02 0.005
H -4.063 4.126 -0.922 -0.05 -0.01 0.02 0.038
H -3.637 2.858 0.249 -0.01 0.00 0.09 0.015
H -4.043 2.418 -1.401 -0.03 0.00 -0.06 0.024
H -2.335 5.305 -2.689 -0.01 0.05 -0.03 0.036
H -2.045 3.890 -3.704 -0.06 -0.04 -0.02 0.013
H -0.685 4.789 -3.033 0.04 0.02 -0.01 0.007
H 0.015 3.561 -4.925 -0.01 0.03 0.02 0.014
H 0.373 1.930 -5.492 0.03 -0.06 -0.02 0.022
H 1.659 3.133 -5.414 -0.01 0.04 -0.07 0.037
H 1.480 4.588 -2.388 -0.03 0.03 -0.02 0.019
H 3.037 3.907 -2.869 0.03 0.07 0.03 0.036
H 2.334 3.518 -1.295 0.03 -0.06 0.06 0.005
H 2.139 0.048 -4.002 -0.04 0.04 -0.03 0.001
H 3.082 0.558 -2.606 0.02 0.03 0.00 -0.019
H 3.363 1.309 -4.181 0.04 0.00 -0.02 0.041
H -0.095 -0.924 -4.675 0.02 -0.01 -0.01 0.022
H -1.457 -2.056 -4.674 0.00 -0.01 -0.03 0.041
H -0.417 -1.935 -3.248 -0.04 0.00 0.01 0.000
H -1.776 1.783 -5.036 0.06 0.00 -0.03 -0.007
H -3.374 1.760 -4.294 -0.03 0.02 0.03 0.030
H -2.947 0.549 -5.502 -0.04 0.01 -0.03 0.037
H -3.222 -1.641 -1.892 0.01 -0.04 -0.03 0.017
H -4.190 -1.071 -3.283 -0.03 -0.06 0.03 0.041
H -3.967 -0.054 -1.844 -0.05 0.07 -0.02 0.015
C 2.562 -2.747 -3.491 -0.03 -0.07 -0.05 -0.315
As 2.566 -2.302 -1.590 -0.02 0.11 0.21 1.027
C 2.466 -4.127 -0.907 0.02 0.04 -0.06 -0.299
C 4.501 -2.058 -1.414 0.05 -0.04 -0.06 -0.330
H 3.178 -3.636 -3.635 -0.01 0.02 -0.05 0.028
H 2.974 -1.923 -4.071 0.02 -0.03 0.01 0.009
H 1.548 -2.948 -3.833 0.04 -0.01 0.01 0.008
H 3.306 -4.699 -1.304 -0.04 -0.05 0.02 0.031
H 1.527 -4.576 -1.229 -0.01 -0.01 -0.01 0.037
H 2.477 -4.118 0.179 0.03 0.01 0.00 -0.014
H 5.015 -2.830 -1.988 0.03 0.01 0.02 0.027
H 4.776 -2.141 -0.362 0.00 0.01 0.00 -0.018
H 4.802 -1.077 -1.782 -0.02 0.00 0.00 0.009
C 3.638 -3.790 2.747 0.05 -0.05 -0.08 -0.415
Te 3.356 -1.713 2.470 -0.15 0.22 0.07 1.232
C 5.367 -1.136 2.832 0.18 -0.06 -0.03 -0.440
H 4.310 -4.192 1.993 0.02 -0.03 0.00 0.003
H 2.651 -4.237 2.652 -0.03 -0.02 0.01 -0.001
H 4.033 -3.953 3.745 0.01 -0.06 0.02 0.003
H 5.575 -1.183 3.896 0.06 -0.02 0.02 -0.004
H 5.498 -0.112 2.488 -0.01 0.05 -0.01 -0.024
H 6.045 -1.785 2.283 0.06 0.01 -0.01 0.002
```
Positions in Å, forces in eV/Å.

F_max	1.1	eV/Å
energy above the lowest of the compared OMol25 structures with the same formula, charge and spin	2.2	kcal per mole
E_tot	-6620.25347	a.u.

***

Orbital gap values (in eV) by entry order: 7.7 6.6 7.9.